[1]
A cluster of 2 separate species, C7H17NO in total at a distorted geometry, computed with wB97M-V/def2-TZVPD.

Geometry as XYZ:
```
26
Properties=species:S:1:pos:R:3
C 0.47 -0.26 -3.12
C 1.97 -1.09 1.04
C 0.45 -1.24 0.87
C -1.44 2.04 1.52
H -2.50 1.82 1.48
H -2.11 -1.38 0.66
H -0.80 2.87 1.28
H 0.36 1.27 0.70
H 0.47 1.68 -2.08
O 0.12 -2.19 0.19
H 1.36 0.44 -1.36
H 2.38 -0.60 1.93
C -1.76 -1.18 1.64
H 2.25 -2.13 0.99
H -0.32 -0.06 -3.86
H -1.02 0.69 -0.12
H -0.17 -0.83 -2.43
N -0.50 -0.43 1.51
H -2.59 -0.80 2.23
H 1.13 -0.96 -3.64
H 2.03 1.20 -2.83
H -1.17 2.12 2.59
H -1.48 -2.14 2.07
C 1.13 0.86 -2.34
C -0.65 0.89 0.90
H 2.40 -0.59 0.17
```

As for the structure (SMILES): CCN(C)C(C)=O.CC. Its LUMO energy is 0.903 eV. The relative energy (zero: lowest compared OMol25 entry of this formula, charge and spin) is 228.2 kJ/mol. The calculation puts the largest force on an atom at 3.7 eV Å⁻¹. The value obtained for the HOMO energy is -9.2 eV.

[2]
A cluster of 2 separate species, C7H17NO in total at a distorted geometry, computed with wB97M-V/def2-TZVPD.

Geometry as XYZ:
```
26
Properties=species:S:1:pos:R:3
C 0.58 -1.90 -1.22
C -0.66 2.41 -3.45
O 0.79 -3.17 0.69
H -1.74 2.16 -3.74
H 0.82 2.42 -1.91
H -1.57 -0.63 1.76
H 0.44 1.65 2.10
C -0.67 -0.04 1.36
H -0.10 2.10 -4.28
H 0.11 0.85 -2.06
H 1.52 -1.77 -1.74
H 0.29 -2.89 -1.62
C -0.37 1.12 2.47
H -0.08 -1.15 -1.64
H -0.85 0.54 0.41
C 0.85 -1.84 2.64
H -0.77 3.49 -3.30
H -0.21 0.64 3.61
C 0.55 -2.08 0.23
H 0.43 -2.36 3.52
C -0.11 1.95 -2.10
N 0.24 -1.26 1.38
H 1.34 -1.14 3.08
H -0.77 2.13 -1.28
H -1.48 1.73 2.39
H 1.44 -2.98 2.70
```

As for the structure (SMILES): CCN(C)C(C)=O.CC. Its LUMO energy is 0.809 eV. The relative energy (zero: lowest compared OMol25 entry of this formula, charge and spin) is 568.6 kJ/mol. The calculation puts the largest force on an atom at 6.0 eV Å⁻¹. The value obtained for the HOMO energy is -8.3 eV.

[3]
A cluster of 3 separate species, C7H17NO in total at a distorted geometry, computed with wB97M-V/def2-TZVPD.

Geometry as XYZ:
```
26
Properties=species:S:1:pos:R:3
H 1.33 -2.78 1.11
H 0.90 -1.82 -1.57
H -1.50 3.42 2.32
H -1.47 -0.42 -2.89
H -0.17 -1.86 0.93
C -1.11 1.57 1.81
H -0.48 1.31 2.68
C -0.24 1.95 0.64
H -1.74 0.72 1.57
O -2.01 2.61 2.16
C -0.99 -1.29 -2.45
H 3.17 -1.49 0.23
C 0.82 -1.86 1.38
H -0.13 2.24 -1.45
H 1.03 -0.56 -2.75
H -1.62 -1.63 -1.63
C -0.60 1.71 -0.63
H -0.94 -2.08 -3.20
H 0.69 -1.81 2.46
H -1.57 1.28 -0.84
H 0.25 0.03 -1.25
H 1.09 0.32 1.12
N 2.73 -0.58 0.41
C 0.39 -0.93 -1.94
H 0.60 2.59 0.86
C 1.58 -0.65 0.92
```

As for the structure (SMILES): [H]/N=C\C.C=CCO.CC. Its LUMO energy is 0.790 eV. The relative energy (zero: lowest compared OMol25 entry of this formula, charge and spin) is 312.9 kJ/mol. The calculation puts the largest force on an atom at 3.1 eV Å⁻¹. The value obtained for the HOMO energy is -9.4 eV.

[4]
An isolated molecule of C7H17NO2, computed with wB97M-V/def2-TZVPD.

Geometry as XYZ:
```
27
Properties=species:S:1:pos:R:3
H -1.02 0.71 -2.46
H -3.36 -0.37 -0.83
C -1.42 -0.08 0.06
H -0.13 -2.03 2.49
C 2.45 -0.20 -0.17
H -2.62 0.39 -3.14
N -1.18 -1.31 0.83
C -0.31 -1.08 1.99
C -2.08 0.65 -2.24
H -0.49 0.31 -0.32
H 3.36 -0.71 -0.49
H -2.08 -1.35 -1.50
H -0.82 -0.43 2.71
C 1.71 -1.17 0.77
H -2.08 -1.57 1.21
O 2.84 0.98 0.48
H 2.63 3.00 0.37
H -2.41 1.64 -1.92
H 1.85 -0.03 -1.06
H 1.59 2.10 -0.75
O 0.89 -0.45 1.68
H 1.22 2.15 0.97
C -2.32 -0.36 -1.13
H -1.86 0.69 0.70
H 1.14 -1.89 0.20
C 2.03 2.11 0.24
H 2.47 -1.72 1.32
```

As for the structure (SMILES): CCCNCOCCOC. Its LUMO energy is 1.036 eV. The relative energy (zero: lowest compared OMol25 entry of this formula, charge and spin) is 230.0 kJ/mol. The calculation puts the largest force on an atom at 0.7 eV Å⁻¹. The value obtained for the HOMO energy is -9.2 eV.

[5]
A structure of composition C7H17NO2 at a distorted geometry, computed with wB97M-V/def2-TZVPD.

Geometry as XYZ:
```
27
Properties=species:S:1:pos:R:3
H 2.21 1.85 -1.07
H 2.94 0.40 1.61
H 1.72 -1.65 0.72
N 1.39 0.36 0.14
H 2.04 1.91 1.38
O 0.71 -1.54 -1.02
H -0.56 -1.23 -1.38
H 1.29 0.56 2.23
C 1.02 -1.04 0.13
H -0.99 -0.41 1.72
H -3.05 0.15 1.08
H 1.77 0.36 -1.91
H -1.06 -2.09 1.05
H -0.51 1.37 -0.86
C -1.50 1.35 -0.40
H -1.33 1.57 0.65
C -0.42 -1.28 1.40
O -3.08 -0.38 0.27
H 0.18 -1.59 2.25
C -1.83 -0.84 -1.66
C 2.21 0.76 -1.00
H -1.63 -0.33 -2.60
C 1.95 0.82 1.40
H -2.09 2.15 -0.86
H 3.25 0.41 -0.92
H -2.51 -1.67 -1.78
C -2.15 0.03 -0.59
```

Its LUMO energy is 0.309 eV. The relative energy (zero: lowest compared OMol25 entry of this formula, charge and spin) is 449.7 kJ/mol. The calculation puts the largest force on an atom at 3.5 eV Å⁻¹. The value obtained for the HOMO energy is -7.5 eV.

[6]
An isolated molecule of C7H17NO3S at a distorted geometry, computed with wB97M-V/def2-TZVPD.

Geometry as XYZ:
```
29
Properties=species:S:1:pos:R:3
O 3.33 -0.12 0.45
H -0.21 1.78 -1.63
H 0.57 0.11 1.63
C 0.93 1.68 0.25
C -1.04 -1.65 0.06
C 0.00 2.53 1.07
H -0.30 -2.40 0.23
H -2.36 -2.52 1.64
H -1.81 -1.51 -2.07
H 0.33 3.67 1.00
O 2.15 -1.12 -1.41
C 0.71 0.18 0.54
N -0.41 -0.32 -0.33
H 0.18 2.28 2.08
H -2.95 -1.51 -0.97
H -2.57 -0.70 1.08
H -1.09 2.38 0.63
C -1.87 -1.44 1.36
H 2.04 1.96 0.62
H 0.74 3.12 -1.19
H -2.29 -2.97 -1.22
H 1.54 1.80 -1.84
C 0.75 2.09 -1.29
C -2.01 -2.00 -1.12
H 2.96 -0.68 -1.66
H -0.09 -0.33 -1.24
S 2.18 -0.92 0.18
H -1.31 -1.23 2.31
O 1.89 -2.15 0.83
```

As for the structure (SMILES): CC(C)N[C@H](C(C)C)S(=O)(=O)O. Its LUMO energy is 0.581 eV. The relative energy (zero: lowest compared OMol25 entry of this formula, charge and spin) is 123.7 kJ/mol. The calculation puts the largest force on an atom at 4.7 eV Å⁻¹. The value obtained for the HOMO energy is -9.2 eV.

[7]
A structure of composition C7H17NO8Zn at a distorted geometry, computed with wB97M-V/def2-TZVPD.

Geometry as XYZ:
```
34
Properties=species:S:1:pos:R:3
C 2.03 0.49 -2.75
C -0.80 0.73 2.79
H 1.68 4.29 0.55
H -2.44 -2.73 -0.66
C 0.76 3.04 -0.15
H 3.25 0.55 -1.31
N -0.61 -0.80 -0.90
O 1.36 -2.63 0.26
H 2.74 -3.35 1.52
O 2.30 0.43 -1.38
O 2.81 -2.52 2.01
H -3.80 -1.70 -0.40
H -2.27 0.40 -1.11
H 1.83 -0.50 -3.16
O -0.87 0.47 1.31
Zn 0.66 0.47 -0.13
H 2.78 1.08 -3.26
H -2.94 0.58 1.13
H -2.44 -0.96 1.62
H -0.20 -1.61 -0.44
H -3.08 -1.71 -1.91
C 1.93 -2.00 1.14
O -0.16 2.46 -0.71
C -2.02 -0.48 -0.53
H -0.71 -1.30 -1.77
C -2.12 -0.13 0.99
H 1.04 0.93 -2.87
O 1.80 -0.76 1.06
H 0.00 1.43 3.05
H -0.45 -0.17 3.31
O 1.44 2.28 0.53
H -1.72 1.13 3.20
O 1.05 4.30 -0.18
C -2.81 -1.72 -0.85
```

As for the net charge: +1. As for the spin multiplicity: 2. Its LUMO energy (alpha / beta) is -2.517 / -8.317 eV. The relative energy (zero: lowest compared OMol25 entry of this formula, charge and spin) is 59.6 kJ/mol. The calculation puts the largest force on an atom at 5.3 eV Å⁻¹. The value obtained for the HOMO energy (alpha / beta) is -13.7 / -12.1 eV.

[8]
The ion C7H17NP with charge +1 at a distorted geometry, computed with wB97M-V/def2-TZVPD.

Geometry as XYZ:
```
26
Properties=species:S:1:pos:R:3
H -1.52 2.52 0.58
H -0.23 -3.05 0.40
H 1.45 -2.49 -1.80
H 0.24 1.28 2.67
C -0.24 -2.12 -0.13
H -1.60 -1.21 1.30
H -1.54 1.33 2.36
H -1.40 0.77 -2.52
N -0.71 1.98 0.64
H 1.52 0.51 0.32
P -2.03 0.60 -1.37
H 0.79 -0.51 -2.44
C -0.56 1.85 2.14
H -0.58 2.86 2.54
C 1.23 -0.51 -1.50
H 0.17 -0.88 1.67
H -1.87 -0.81 -1.57
H 0.09 2.55 0.37
H -1.05 -2.21 -0.75
C -0.57 0.69 -0.17
C 0.92 0.67 -0.57
C -0.52 -1.13 0.92
H 2.39 -0.22 -1.70
H 2.01 -2.04 -0.18
H 1.11 1.66 -0.80
C 1.15 -1.92 -0.87
```

As for the net charge: +1. Its LUMO energy is -3.023 eV. The relative energy (zero: lowest compared OMol25 entry of this formula, charge and spin) is 249.0 kJ/mol. The calculation puts the largest force on an atom at 5.4 eV Å⁻¹. The value obtained for the HOMO energy is -13.1 eV.